(1)
Molecular formula: C25H19CrF5N8O2
Method: DFT, the ωB97M-V functional and the def2-TZVPD basis

```
60
Properties=species:S:1:pos:R:3:forces:R:3
Cr -0.191 -0.117 -0.339 2.748 2.088 -0.576
N 0.048 0.730 1.654 -0.133 -0.140 -0.360
C 0.943 -0.073 2.515 -0.032 -0.022 0.073
C 0.348 -0.348 3.919 0.087 0.036 0.033
C 1.226 0.012 5.131 0.041 -0.102 -0.050
C 2.088 -1.146 5.634 0.015 0.052 -0.150
N 3.123 -1.559 4.689 -0.131 -0.018 -0.098
C 4.414 -1.285 4.762 0.046 -0.047 -0.007
N 5.235 -1.808 3.844 -0.055 0.019 -0.014
N 4.923 -0.491 5.708 0.010 -0.061 -0.013
C 1.255 -1.369 1.763 -0.015 0.061 -0.485
O 2.031 -2.195 2.197 -0.008 -0.104 0.199
O 0.633 -1.478 0.623 0.063 -0.347 0.438
H 0.328 1.703 1.608 0.027 0.010 -0.015
H -0.896 0.732 2.031 -0.054 0.030 -0.044
H 1.894 0.456 2.609 -0.019 0.042 -0.012
H 0.066 -1.401 3.991 -0.077 0.000 -0.020
H -0.580 0.220 3.999 -0.004 0.018 0.008
H 0.570 0.293 5.956 0.004 0.018 0.003
H 1.849 0.883 4.911 -0.016 0.010 0.016
H 1.453 -2.016 5.804 0.009 -0.042 0.047
H 2.540 -0.914 6.596 0.002 0.028 0.039
H 2.785 -2.010 3.828 0.085 0.112 0.092
H 4.888 -2.491 3.191 0.006 -0.020 0.011
H 6.228 -1.656 3.878 -0.001 0.036 -0.005
H 4.336 -0.055 6.394 -0.013 0.010 0.031
H 5.917 -0.409 5.833 -0.002 -0.009 0.001
F -4.034 -4.418 -4.594 0.056 0.039 0.060
C -4.439 -3.984 -3.413 0.229 0.050 -0.064
C -5.678 -4.286 -3.000 -0.187 0.001 0.151
F -6.444 -5.009 -3.783 -0.040 0.016 0.036
C -6.216 -3.823 -1.727 0.237 0.042 -0.106
C -5.281 -3.046 -0.923 -0.128 -0.072 -0.026
C -4.043 -2.761 -1.347 0.003 0.003 0.011
F -3.234 -2.067 -0.544 0.051 0.061 0.010
C -3.530 -3.182 -2.623 -0.277 -0.163 -0.111
C -2.277 -2.849 -3.062 0.236 0.269 0.058
C -1.432 -1.984 -2.306 0.167 -0.486 -0.650
N -0.637 -1.313 -1.818 -0.582 -0.169 0.139
C -1.686 -3.281 -4.294 0.097 -0.017 0.014
N -1.118 -3.604 -5.240 -0.057 0.072 0.076
F -5.654 -2.623 0.265 -0.022 -0.001 -0.003
C -7.483 -4.084 -1.323 -0.339 -0.043 0.125
C -8.411 -4.877 -2.081 0.098 0.011 0.092
N -9.183 -5.534 -2.622 -0.003 0.066 0.015
C -8.031 -3.596 -0.086 0.017 -0.098 -0.116
N -8.520 -3.236 0.889 0.006 -0.003 -0.032
F -1.506 1.021 -0.503 -0.082 -0.090 0.178
C 1.175 0.666 -1.045 -1.912 -1.055 0.946
C 2.287 1.192 -1.700 0.091 -0.176 -0.056
C 3.273 0.277 -2.151 -0.117 0.058 0.146
C 4.333 0.739 -2.898 -0.021 0.053 -0.001
C 4.426 2.100 -3.187 0.007 0.024 -0.017
C 3.469 3.010 -2.739 0.090 -0.005 -0.009
C 2.397 2.567 -2.000 -0.202 -0.045 0.047
H 3.168 -0.773 -1.909 0.009 0.011 -0.038
H 5.084 0.053 -3.265 -0.013 0.011 0.018
H 5.261 2.458 -3.777 -0.020 -0.003 0.004
H 3.561 4.059 -2.983 0.018 -0.006 0.004
H 1.633 3.252 -1.654 0.007 -0.011 -0.043
```
Positions in Å, forces in eV/Å.

Output
**Energy**: -3095.7474 Eh
**HOMO (spin up / spin down)**: -13.9 / -13.9 eV
**E_LUMO (spin up / spin down)**: -7.672 / -7.669 eV
**Charge**: +2

=====

(2)
Molecular formula: C25H19FN6O6Y
Method: DFT, the ωB97M-V functional and the def2-TZVPD basis

```
58
Properties=species:S:1:pos:R:3:forces:R:3
Y 9.999 10.589 9.689 -0.713 0.780 0.096
O 10.517 6.223 9.014 0.225 -0.029 -0.266
C 10.164 7.371 9.275 1.929 0.924 1.225
N 10.911 8.452 9.714 -0.644 -0.288 -0.548
C 12.293 8.401 10.068 -0.858 0.457 -0.172
C 12.872 7.174 10.347 0.923 0.633 -0.396
C 14.168 7.109 10.788 1.464 -0.795 1.087
C 14.879 8.291 11.061 -0.205 -0.324 -1.032
C 14.341 9.523 10.748 0.128 1.535 0.436
C 13.031 9.620 10.260 -1.086 0.375 0.577
N 12.304 10.885 10.114 0.932 -2.109 -0.566
C 12.997 11.938 9.711 -0.056 0.538 0.035
O 14.212 12.159 9.610 -0.013 -0.553 0.059
C 12.117 13.095 9.283 0.180 -0.416 -0.480
C 12.753 14.276 9.021 -0.338 1.546 -0.456
C 12.041 15.370 8.550 -1.126 -0.323 0.563
C 10.639 15.239 8.488 0.259 0.300 -0.772
C 10.098 13.985 8.698 0.892 0.563 0.544
N 10.824 12.928 9.026 -0.008 -0.758 1.018
C 8.698 7.617 9.294 -1.848 0.752 -0.003
C 7.805 6.578 9.095 -0.335 -0.617 0.063
C 6.433 6.759 9.225 0.274 1.849 1.111
C 5.972 8.007 9.698 0.442 -0.381 -1.160
C 6.921 9.033 9.782 -0.885 0.090 0.531
N 8.204 8.849 9.576 1.631 -0.799 -0.109
H 12.367 6.287 10.088 -0.653 -0.728 -0.005
H 14.597 6.081 10.979 -0.273 1.390 -0.201
H 15.909 8.380 11.323 0.597 -0.800 0.516
H 14.977 10.451 10.968 -1.349 -1.485 -0.565
H 13.796 14.355 9.183 0.808 -0.145 0.106
H 12.548 16.299 8.344 -0.058 0.110 -0.125
H 9.929 16.023 8.189 0.680 -0.123 0.208
H 9.063 13.839 8.752 -1.468 -0.252 -0.462
H 8.127 5.566 8.933 0.560 0.009 -0.327
H 5.780 5.932 9.064 -0.464 -0.384 -0.068
H 4.919 8.238 9.836 0.240 -0.149 0.087
H 6.663 10.051 10.075 -0.195 -0.271 -0.207
F 9.839 15.038 4.777 -0.201 0.236 -0.198
C 10.173 13.828 5.226 2.525 1.346 0.167
C 9.301 12.898 5.445 -1.328 -1.703 0.300
N 9.621 11.636 5.949 -2.080 1.038 0.126
C 8.449 10.741 6.179 0.535 -0.745 0.072
C 7.523 11.019 7.413 -0.407 0.724 -1.564
O 6.296 10.902 7.319 1.109 -0.249 -0.077
O 8.213 11.424 8.372 0.829 0.341 1.762
C 10.837 11.445 6.508 0.918 -0.548 -0.307
O 11.160 10.505 7.210 -0.686 -0.741 0.709
N 11.814 12.321 6.116 0.139 2.672 -0.859
C 11.608 13.633 5.529 -0.897 -1.811 0.025
O 12.483 14.403 5.261 0.508 0.127 0.262
H 8.267 13.101 5.245 -0.397 -0.209 -0.048
H 8.917 9.771 6.350 -0.257 -0.234 -0.073
H 7.866 10.706 5.268 -0.013 0.008 -0.263
H 12.734 12.181 6.516 -0.070 -0.190 0.070
C 9.251 11.412 11.921 0.705 -0.854 -1.324
H 8.637 10.746 12.515 -0.459 0.184 0.236
H 8.944 12.435 11.865 -0.980 0.719 0.068
H 10.200 11.504 12.411 0.917 -0.234 0.576
```
Positions in Å, forces in eV/Å.

Output
**Energy**: -1882.5522 Eh
**HOMO**: -4.6 eV
**E_LUMO**: 2.501 eV
**Charge**: -1

=====

(3)
Molecular formula: C25H19N2O5S2
Method: DFT, the ωB97M-V functional and the def2-TZVPD basis

```
53
Properties=species:S:1:pos:R:3:forces:R:3
C 2.926 -0.831 0.409 0.475 0.169 0.783
C 1.784 -1.730 0.071 0.063 -0.512 -0.907
C 1.423 -2.697 1.036 -0.358 -1.273 1.363
N 1.105 -3.476 1.863 0.468 1.411 -1.404
C 1.669 -2.198 -1.307 -0.156 0.039 0.268
C 2.442 -1.676 -2.390 -0.249 -0.084 -0.038
C 2.343 -2.211 -3.668 0.121 0.156 0.240
C 1.476 -3.277 -3.934 -0.041 0.068 -0.273
C 1.384 -3.832 -5.255 -0.028 -0.753 -1.671
N 1.322 -4.294 -6.329 0.086 0.850 1.912
C 0.681 -3.778 -2.899 -0.085 -0.016 0.639
C 0.776 -3.258 -1.615 -0.144 -0.146 -0.649
H 3.262 -0.235 -0.439 -0.125 -0.015 0.130
H 2.629 -0.136 1.192 0.374 -0.001 -0.172
H 3.794 -1.389 0.803 -0.069 0.136 -0.205
H 3.132 -0.844 -2.230 -0.269 -0.374 -0.062
H 2.957 -1.816 -4.479 -0.160 -0.055 0.252
H -0.002 -4.603 -3.102 0.134 0.209 0.049
H 0.144 -3.677 -0.829 0.245 0.149 -0.182
C -4.744 -1.068 -2.771 0.214 -0.205 0.869
O -4.623 -1.402 -1.368 -0.233 -0.051 -0.760
C -3.424 -1.218 -0.754 1.055 0.378 0.151
C -2.280 -0.709 -1.411 -1.028 0.021 0.260
C -1.164 -0.384 -0.659 0.321 -0.431 0.202
C -1.085 -0.672 0.705 -0.467 -0.374 -0.972
C 0.139 -0.308 1.441 -1.214 0.795 1.719
C 0.365 1.009 1.738 0.202 0.411 -0.218
S 1.416 1.546 3.080 -0.220 -0.067 -1.120
O 0.939 1.014 4.335 0.391 0.188 -0.296
O 2.800 1.393 2.686 -0.328 0.209 0.841
C 1.021 3.294 2.989 0.002 -0.002 0.036
C 0.198 3.684 1.947 -0.115 -0.132 0.090
C -0.201 5.016 1.823 0.134 -0.059 0.054
C 0.274 5.956 2.741 -0.004 -0.313 -0.126
C 1.135 5.563 3.775 0.003 -0.275 -0.124
C 1.513 4.225 3.904 -0.122 0.007 -0.116
S -0.366 2.368 0.843 0.638 -0.321 0.550
O 0.324 2.495 -0.422 -0.566 0.296 0.255
O -1.808 2.351 0.909 0.452 0.152 -0.260
C -2.200 -1.274 1.330 0.846 0.213 0.160
C -3.356 -1.527 0.625 -0.396 0.234 -1.056
H -5.785 -1.294 -3.008 0.197 0.069 -0.083
H -4.533 -0.002 -2.945 -0.038 -0.286 0.075
H -4.069 -1.688 -3.380 -0.180 0.165 0.139
H -2.282 -0.506 -2.483 -0.038 -0.046 0.368
H -0.291 0.048 -1.145 -0.179 -0.118 0.034
H 0.457 -0.982 2.238 0.182 -0.204 -0.389
H -0.878 5.291 1.016 0.149 0.034 0.183
H -0.031 6.999 2.647 0.095 -0.297 0.047
H 1.514 6.297 4.487 -0.130 -0.182 -0.211
H 2.176 3.888 4.699 -0.166 0.146 -0.123
H -2.148 -1.515 2.392 -0.002 0.042 -0.244
H -4.252 -1.930 1.095 0.265 0.045 -0.010
```
Positions in Å, forces in eV/Å.

Output
**Energy**: -2246.1037 Eh
**HOMO**: -3.7 eV
**E_LUMO**: 2.150 eV
**Charge**: -1